(1)
# C2H2ClN2O2

A cluster of 2 separate species, C2H2ClN2O2 in total in a non-equilibrium geometry (ωB97M-V/def2-TZVPD, the Open Molecules 2025 dataset).

XYZ file:
```
9
C2H2ClN2O2 ωB97M-V/def2-TZVPD
C 0.46 -0.17 -0.22
C -0.60 -1.14 -0.06
N -1.25 1.07 0.30
N 0.05 1.05 -0.03
O -0.92 -2.28 -0.19
O -1.78 -0.17 0.27
Cl 4.36 -0.03 -0.14
H 1.54 -0.27 -0.41
H -1.87 1.94 0.48
```

HOMO level (alpha / beta)   -15.1644 / -15.6562 eV
Spin multiplicity   1
Energy relative to the best compared isomer or geometry (same formula, charge and spin)   265.3 kJ/mol
Gap between HOMO and LUMO (alpha / beta)   0.290 / 0.237 hartree
Net charge   +1
Energy   -21690.1654 eV
LUMO energy (alpha / beta)   -7.28 / -9.20 eV

These are the natural (NBO) partial charges, in e, on atoms 1 to 4: 0.01 0.67 0.13 -0.13

(2)
# C5H9NO

An isolated molecule of C5H9NO (ωB97M-V/def2-TZVPD, the Open Molecules 2025 dataset).

XYZ file:
```
16
C5H9NO ωB97M-V/def2-TZVPD
C 3.00 -0.43 -0.18
C 0.98 0.24 0.57
N 2.05 0.68 -0.09
O -0.14 0.74 0.05
C -1.25 0.02 0.55
C -2.16 -0.57 -0.47
C -2.59 0.63 0.36
H 2.98 -0.95 0.78
H 2.66 -1.16 -0.93
H 4.01 -0.10 -0.41
H 1.91 1.28 -0.91
H -0.99 -0.54 1.44
H -1.92 -0.38 -1.51
H -2.60 -1.54 -0.26
H -2.62 1.59 -0.14
H -3.31 0.49 1.16
```

HOMO level   -8.6148 eV
Spin multiplicity   1
Energy relative to the best compared isomer or geometry (same formula, charge and spin)   365.0 kJ/mol
Gap between HOMO and LUMO   0.360 hartree
Net charge   0
Energy   -8865.4302 eV
LUMO energy   1.19 eV

These are the natural (NBO) partial charges, in e, on atoms 1 to 4: -0.41 0.29 -0.63 -0.52

(3)
# CH4N2O

An isolated molecule of CH4N2O in a non-equilibrium geometry (ωB97M-V/def2-TZVPD, the Open Molecules 2025 dataset).

XYZ file:
```
8
CH4N2O ωB97M-V/def2-TZVPD
C 0.24 0.18 0.54
N -0.97 0.66 0.27
N 0.72 -1.09 -0.58
O 1.04 0.49 1.39
H -1.60 0.23 -0.40
H -1.56 1.30 0.83
H 1.79 -1.11 -0.67
H 0.33 -0.65 -1.38
```

HOMO level (alpha / beta)   -3.9719 / -10.1581 eV
Spin multiplicity   3
Energy relative to the best compared isomer or geometry (same formula, charge and spin)   206.8 kJ/mol
Gap between HOMO and LUMO (alpha / beta)   0.176 / 0.269 hartree
Net charge   0
Energy   -6123.1635 eV
LUMO energy (alpha / beta)   0.83 / -2.84 eV

These are the natural (NBO) partial charges, in e, on atoms 1 to 4: 0.40 -0.90 -0.70 -0.31

(4)
# H10O4S

A cluster of 5 separate species, H10O4S in total in a non-equilibrium geometry (ωB97M-V/def2-TZVPD, the Open Molecules 2025 dataset).

XYZ file:
```
15
H10O4S ωB97M-V/def2-TZVPD
S -2.55 1.76 -1.92
H -2.17 0.45 -1.99
H -1.25 2.00 -2.28
H -1.11 2.08 1.56
H -0.54 1.89 0.22
O -0.49 1.52 1.11
H -1.18 -1.64 1.18
H -0.63 -0.46 1.77
O -0.33 -1.32 1.47
H 1.91 -1.35 1.13
H 2.81 -2.32 0.40
O 2.67 -1.37 0.53
H 1.71 -0.58 -1.07
H 0.25 -0.50 -0.73
O 0.88 -0.17 -1.36
```

HOMO level   -10.0152 eV
Spin multiplicity   1
Structure (SMILES)   O.O.O.O.S
Energy relative to the best compared isomer or geometry (same formula, charge and spin)   41.2 kJ/mol
Gap between HOMO and LUMO   0.383 hartree
Net charge   0
Energy   -19187.6013 eV
LUMO energy   0.40 eV

These are the natural (NBO) partial charges, in e, on atoms 1 to 4: -0.32 0.16 0.16 0.47

(5)
# C5H7NO

A structure of composition C5H7NO in a non-equilibrium geometry (ωB97M-V/def2-TZVPD, the Open Molecules 2025 dataset).

XYZ file:
```
14
C5H7NO ωB97M-V/def2-TZVPD
C -2.17 0.47 -0.20
C -0.74 0.38 0.19
C 0.07 -0.79 0.44
C 2.49 0.65 -0.27
O -0.17 -1.94 -0.29
N 0.14 1.38 0.23
C 1.24 0.61 0.14
H 0.34 -2.67 0.08
H 0.35 -0.96 1.48
H -2.28 0.26 -1.27
H -2.53 1.48 -0.01
H -2.77 -0.25 0.34
H 2.88 1.53 -0.77
H 3.17 -0.16 -0.09
```

HOMO level   -8.8112 eV
Spin multiplicity   1
Energy relative to the best compared isomer or geometry (same formula, charge and spin)   307.1 kJ/mol
Gap between HOMO and LUMO   0.344 hartree
Net charge   0
Energy   -8833.0202 eV
LUMO energy   0.54 eV

These are the natural (NBO) partial charges, in e, on atoms 1 to 4: -0.67 0.26 0.02 -0.51

(6)
# C2H2OS

An isolated molecule of C2H2OS in a non-equilibrium geometry (ωB97M-V/def2-TZVPD, the Open Molecules 2025 dataset).

XYZ file:
```
6
C2H2OS ωB97M-V/def2-TZVPD
C 0.21 1.65 -0.20
C 1.14 0.44 -1.13
O 1.15 -0.74 -0.96
S -1.30 2.42 -0.33
H 0.91 1.83 0.59
H 1.71 1.14 -1.74
```

HOMO level (alpha / beta)   -8.8813 / -8.8811 eV
Spin multiplicity   1
Structure (SMILES)   O=CC=S
Energy relative to the best compared isomer or geometry (same formula, charge and spin)   138.7 kJ/mol
Gap between HOMO and LUMO (alpha / beta)   0.292 / 0.292 hartree
Net charge   0
Energy   -14986.2738 eV
LUMO energy (alpha / beta)   -0.92 / -0.92 eV

These are the natural (NBO) partial charges, in e, on atoms 1 to 4: -0.36 0.45 -0.46 0.07

(7)
# F2HN

An isolated molecule of F2HN in a non-equilibrium geometry (ωB97M-V/def2-TZVPD, the Open Molecules 2025 dataset).

XYZ file:
```
4
F2HN ωB97M-V/def2-TZVPD
N -0.01 -0.01 -0.42
F 0.57 -1.09 0.18
F 0.52 1.02 0.16
H -1.08 0.09 0.08
```

HOMO level   -10.8752 eV
Spin multiplicity   1
Structure (SMILES)   FNF
Energy relative to the best compared isomer or geometry (same formula, charge and spin)   40.6 kJ/mol
Gap between HOMO and LUMO   0.437 hartree
Net charge   0
Energy   -6936.8764 eV
LUMO energy   1.02 eV

Here is what natural (NBO) gives for the atomic charges, in e: 0.17 -0.24 -0.22 0.29